2 unconnected molecules or ions with the total composition C11H14N2 at a distorted geometry. Source: OMol25; level of theory: ωB97M-V/def2-TZVPD.

Properties
- HOMO-LUMO gap (eV) = 9.432
- ΔE to the lowest compared entry with this formula, charge and spin (kJ/mol) = 61.68
- E_HOMO (eV) = -8.65
- molar mass (g mol⁻¹) = 174.25
- SMILES = Cc1c[nH]cn1.Cc1ccccc1

Last column: natural (NBO) charge in e.
Atoms and positions in Å:
C1 0.54388 2.26951 -2.10747  -0.64
C2 0.90874 0.89022 -2.51309  0.10
C3 0.54350 0.18210 -3.61802  -0.12
N1 1.08725 -1.10033 -3.41710  -0.53
C4 1.55110 -1.12174 -2.15590  0.17
N2 1.46029 0.05255 -1.55565  -0.47
H1 -0.32524 2.75752 -2.55251  0.22
H2 1.36467 2.96196 -2.35392  0.22
H3 0.46475 2.40438 -1.02773  0.23
H4 0.06618 0.40087 -4.55285  0.22
H5 0.64093 -1.88946 -3.85817  0.41
H6 1.81480 -1.97163 -1.55195  0.20
C5 1.31453 0.78391 2.19039  -0.63
C6 -0.09352 0.22274 2.28507  -0.01
C7 -0.90625 0.28549 3.39245  -0.22
C8 -2.17800 -0.28971 3.41555  -0.22
C9 -2.53503 -1.03882 2.31159  -0.22
C10 -1.73003 -1.15860 1.16624  -0.21
C11 -0.52563 -0.45908 1.13278  -0.21
H7 1.69944 1.27290 3.08511  0.21
H8 1.33733 1.36319 1.26957  0.23
H9 1.89792 -0.13040 2.03513  0.22
H10 -0.44035 0.78461 4.23873  0.20
H11 -2.91656 -0.27778 4.20395  0.22
H12 -3.48662 -1.56847 2.31362  0.20
H13 -1.98139 -1.78860 0.32230  0.21
H14 0.09223 -0.57807 0.26150  0.23

---

2 unconnected molecules or ions with the total composition C11H14N2 at a distorted geometry. Source: OMol25; level of theory: ωB97M-V/def2-TZVPD.

Properties
- HOMO-LUMO gap (eV) = 9.377
- ΔE to the lowest compared entry with this formula, charge and spin (kJ/mol) = 100.46
- E_HOMO (eV) = -8.58
- molar mass (g mol⁻¹) = 174.25
- SMILES = Cc1c[nH]cn1.Cc1ccccc1

Last column: natural (NBO) charge in e.
Atoms and positions in Å:
C1 -1.29695 -3.19909 -0.21208  -0.64
C2 -1.29810 -1.94725 -1.01628  0.10
C3 -2.34332 -1.11739 -1.27833  -0.12
N1 -1.99933 -0.43247 -2.42372  -0.54
C4 -0.77487 -0.90907 -2.81358  0.17
N2 -0.29850 -1.76580 -1.96129  -0.46
H1 -0.38760 -3.70126 0.10926  0.24
H2 -1.57399 -3.97100 -0.91527  0.22
H3 -2.10230 -3.17505 0.52025  0.22
H4 -3.22505 -0.96855 -0.67980  0.22
H5 -2.67048 0.01180 -3.02721  0.41
H6 -0.41088 -0.43624 -3.71376  0.19
C5 3.24891 0.90690 2.46813  -0.63
C6 1.83833 1.04601 1.93316  0.00
C7 1.61525 0.53110 0.64808  -0.21
C8 0.63024 1.09808 -0.12983  -0.20
C9 -0.27368 2.01337 0.40231  -0.23
C10 -0.10291 2.42206 1.71485  -0.20
C11 0.97298 1.98342 2.48066  -0.23
H7 3.28460 1.39696 3.44734  0.21
H8 3.87794 1.60059 1.92790  0.22
H9 3.73398 -0.06348 2.43853  0.22
H10 2.30346 -0.18603 0.22165  0.22
H11 0.35233 0.70954 -1.10278  0.22
H12 -1.13967 2.41834 -0.10228  0.21
H13 -0.91248 2.90570 2.24411  0.20
H14 1.18683 2.35588 3.46772  0.21

---

2 unconnected molecules or ions with the total composition C11H14N2O at a distorted geometry. Source: OMol25; level of theory: ωB97M-V/def2-TZVPD.

Properties
- HOMO-LUMO gap (eV) = 9.082
- ΔE to the lowest compared entry with this formula, charge and spin (kJ/mol) = 152.74
- E_HOMO (eV) = -8.27
- molar mass (g mol⁻¹) = 190.25
- SMILES = Cc1ccc(O)cc1.Cc1c[nH]cn1

Last column: natural (NBO) charge in e.
Atoms and positions in Å:
C1 -2.19445 1.68921 2.45178  -0.63
C2 -1.03352 1.95777 1.49359  -0.02
C3 -0.88330 1.13355 0.37547  -0.20
C4 0.00527 1.50006 -0.62813  -0.26
C5 0.74110 2.66639 -0.52622  0.29
O1 1.67782 2.88812 -1.48902  -0.68
C6 0.54393 3.51068 0.55017  -0.28
C7 -0.38981 3.18290 1.52537  -0.20
H1 -2.45539 0.64620 2.42917  0.22
H2 -3.05003 2.12634 1.95426  0.21
H3 -2.04761 2.17058 3.40896  0.21
H4 -1.24430 0.11614 0.33086  0.22
H5 0.29408 0.79598 -1.40189  0.22
H6 1.80404 3.83495 -1.65265  0.48
H7 1.20641 4.36709 0.63992  0.21
H8 -0.54082 3.89744 2.32423  0.21
C8 1.66732 -3.80346 0.44977  -0.64
C9 0.75381 -3.17568 -0.55985  0.10
C10 0.90355 -3.23693 -1.91844  -0.12
N1 -0.14581 -2.54470 -2.44929  -0.52
C11 -0.86327 -2.03589 -1.40789  0.15
N2 -0.32162 -2.39407 -0.27834  -0.47
H9 2.63421 -3.32913 0.32124  0.22
H10 1.91501 -4.81973 0.15405  0.22
H11 1.31236 -3.61651 1.44941  0.24
H12 1.58152 -3.76726 -2.56933  0.21
H13 -0.11735 -2.32344 -3.42979  0.42
H14 -1.75314 -1.43657 -1.54739  0.20